[1]
Molecular formula: C34H39N2O18
Method: DFT, ωB97M-V/def2-TZVPD

```
93
C34H39N2O18 ωB97M-V/def2-TZVPD
C 2.321 -5.007 0.125
C 1.812 -3.981 -0.970
C 2.893 -2.947 -1.437
O 3.883 -2.615 -0.434
C 3.440 -1.679 0.452
O 3.658 -1.841 1.621
C 2.683 -0.388 0.068
C 3.347 0.665 -0.672
O 4.669 0.577 -1.053
C 4.676 0.129 -2.443
C 6.108 0.134 -3.091
C 7.295 0.055 -2.058
C 2.580 1.840 -1.003
N 1.277 1.963 -0.639
C 0.567 1.008 0.061
C -0.915 1.353 0.353
O -1.699 0.254 0.766
C -3.054 0.331 0.332
O -3.333 -0.871 -0.371
C -4.311 -0.585 -1.392
C -4.896 -1.884 -2.029
O -6.321 -1.960 -1.856
C 1.270 -0.195 0.454
N 0.632 -1.197 1.199
H 1.682 -5.925 0.021
H 3.366 -5.328 -0.087
H 2.159 -4.593 1.145
H 0.837 -3.523 -0.660
H 1.567 -4.611 -1.880
H 2.370 -2.069 -1.891
H 3.456 -3.432 -2.279
H 4.232 -0.905 -2.444
H 4.018 0.764 -3.098
H 6.200 1.066 -3.705
H 6.123 -0.715 -3.826
H 6.968 -0.571 -1.191
H 8.183 -0.397 -2.568
H 7.538 1.100 -1.736
H 3.104 2.648 -1.563
H 0.799 2.830 -0.895
H -0.898 2.163 1.139
H -1.311 1.867 -0.572
H -3.315 1.263 -0.228
H -3.690 0.316 1.264
H -5.138 -0.002 -0.895
H -3.880 0.046 -2.215
H -4.705 -1.838 -3.137
H -4.411 -2.827 -1.669
H -6.605 -2.856 -2.096
H 0.025 -0.809 1.929
H 1.294 -1.795 1.700
C 2.853 3.501 4.762
C 2.247 3.348 3.583
C 0.773 3.544 3.430
O 0.263 3.411 2.325
C -0.002 3.884 4.614
C 0.601 4.036 5.798
C 2.078 3.867 5.951
O 2.587 4.031 7.040
O -0.096 4.346 6.903
O 2.935 3.009 2.472
H 3.918 3.364 4.886
H -1.069 4.005 4.492
H 0.562 4.401 7.624
H 2.271 2.965 1.761
C -5.232 3.100 3.616
C -6.477 3.547 3.814
C -6.801 4.488 4.930
O -7.943 4.883 5.061
C -5.717 4.889 5.826
C -4.474 4.440 5.630
C -4.146 3.520 4.495
O -2.994 3.146 4.338
O -3.463 4.795 6.445
O -7.491 3.174 3.021
H -4.985 2.421 2.811
H -5.968 5.556 6.639
H -2.670 4.345 6.100
H -8.281 3.632 3.370
C 1.296 -4.683 -6.110
C 0.673 -4.829 -7.286
C -0.802 -4.618 -7.420
O -1.323 -4.742 -8.510
C -1.558 -4.272 -6.217
C -0.935 -4.131 -5.044
C 0.543 -4.315 -4.916
O 1.071 -4.157 -3.826
O -1.609 -3.815 -3.920
O 1.342 -5.169 -8.396
H 2.361 -4.831 -5.999
H -2.626 -4.139 -6.322
H -0.936 -3.772 -3.214
H 0.671 -5.207 -9.106
```

Calculated values
E_HOMO in eV: -11.494
Net charge: +1
ΔE to the lowest compared entry with this formula, charge and spin in kJ/mol: 0.00
Frontier orbital gap in eV: 7.368
Electronic energy in eV: -75714.8137
Molecular weight in g mol⁻¹: 763.682

=====

[2]
Molecular formula: C34H40BKN10O2S3
Method: DFT, ωB97M-V/def2-TZVPD

```
91
C34H40BKN10O2S3 ωB97M-V/def2-TZVPD
K 0.081 -0.696 0.025
C -0.459 3.238 2.030
C -0.488 1.905 2.465
N 0.488 1.196 1.926
N 1.165 2.052 1.114
C 0.606 3.280 1.160
B 2.457 1.528 0.407
N 3.134 0.583 1.424
C 3.498 1.034 2.645
C 4.016 -0.017 3.361
C 3.908 -1.102 2.473
N 3.373 -0.741 1.317
N 2.150 0.884 -0.983
C 1.763 1.590 -2.071
C 1.620 0.722 -3.126
C 1.949 -0.527 -2.577
N 2.263 -0.433 -1.294
N 3.457 2.690 0.150
C 4.803 2.591 0.199
C 5.337 3.757 -0.300
C 4.212 4.520 -0.650
N 3.088 3.873 -0.388
H -1.123 4.043 2.292
H -1.172 1.427 3.151
H 1.024 4.084 0.581
H 3.349 2.068 2.910
H 4.400 -0.005 4.366
H 4.197 -2.132 2.623
H 1.620 2.656 -2.015
H 1.296 0.965 -4.123
H 1.980 -1.497 -3.050
H 5.274 1.701 0.579
H 6.379 4.013 -0.393
H 4.167 5.510 -1.077
C -1.305 -2.063 -3.396
C -2.073 -1.022 -2.631
N -2.806 -1.441 -1.671
N -3.760 -0.768 -1.095
C -3.732 -0.681 0.261
S -2.738 -1.429 1.340
S -5.042 0.428 0.712
C -4.254 1.390 2.041
C -4.409 2.858 1.761
C -3.620 3.442 0.772
C -3.768 4.784 0.469
C -4.704 5.557 1.147
C -5.498 4.979 2.125
C -5.352 3.630 2.426
C -1.917 0.409 -2.935
C -1.974 0.851 -4.258
C -1.839 2.189 -4.575
C -1.606 3.099 -3.535
C -1.503 2.690 -2.228
C -1.633 1.317 -1.861
O -1.450 0.901 -0.669
H -1.838 -3.012 -3.404
H -0.334 -2.227 -2.926
H -1.122 -1.722 -4.414
H -3.202 1.105 2.018
H -4.661 1.119 3.015
H -2.899 2.823 0.245
H -3.151 5.228 -0.303
H -4.817 6.608 0.909
H -6.232 5.574 2.653
H -5.975 3.174 3.189
H -2.158 0.133 -5.050
H -1.917 2.525 -5.600
H -1.484 4.152 -3.767
H -1.266 3.391 -1.435
C -0.214 -7.334 0.296
C -0.002 -6.667 1.651
C -0.708 -5.323 1.796
S -0.084 -3.910 0.859
O -0.105 -4.252 -0.600
C 1.657 -3.922 1.406
C 2.623 -4.619 0.445
C 3.016 -3.740 -0.738
H 0.380 -8.246 0.219
H 0.057 -6.665 -0.518
H -1.263 -7.607 0.161
H 1.064 -6.551 1.854
H -0.383 -7.318 2.445
H -0.709 -4.973 2.832
H -1.754 -5.391 1.485
H 1.666 -4.369 2.403
H 1.947 -2.875 1.518
H 2.194 -5.560 0.095
H 3.516 -4.876 1.024
H 2.168 -3.606 -1.408
H 3.830 -4.198 -1.303
H 3.336 -2.750 -0.406
```

Calculated values
⟨S²⟩: 0.766
E_HOMO (spin up / spin down) in eV: -4.517 / -4.507
Net charge: -1
Multiplicity: 2
ΔE to the lowest compared entry with this formula, charge and spin in kJ/mol: 85.06
Frontier orbital gap (spin up / spin down) in eV: 6.617 / 5.388
Electronic energy in eV: -104413.5346
Molecular weight in g mol⁻¹: 766.873

=====

[3]
Molecular formula: C34H40Cl10N4O8
Method: DFT, ωB97M-V/def2-TZVPD

```
96
C34H40Cl10N4O8 ωB97M-V/def2-TZVPD
O -19.048 -23.912 -1.472
N -18.245 -23.959 -0.580
O -17.116 -23.424 -0.613
C -18.697 -24.638 0.682
C -19.968 -25.207 0.794
C -20.377 -25.795 1.923
C -19.552 -25.760 3.066
C -18.236 -25.256 2.955
C -17.808 -24.639 1.769
H -20.589 -25.291 -0.086
H -21.347 -26.234 2.103
H -19.874 -26.173 4.011
H -17.644 -25.292 3.858
H -16.802 -24.251 1.700
O -17.274 -21.481 1.708
N -16.086 -21.082 1.782
O -15.665 -20.172 1.084
C -15.172 -21.759 2.726
C -13.769 -21.617 2.569
C -12.866 -22.180 3.488
C -13.331 -22.961 4.530
C -14.711 -23.167 4.672
C -15.606 -22.543 3.794
H -13.267 -21.159 1.730
H -11.794 -22.149 3.363
H -12.707 -23.516 5.215
H -15.123 -23.787 5.455
H -16.680 -22.649 3.824
O -15.865 -16.415 -1.660
N -16.697 -15.714 -2.222
O -16.882 -15.630 -3.437
C -17.461 -14.700 -1.389
C -18.638 -14.109 -1.773
C -19.256 -13.172 -0.990
C -18.854 -13.022 0.324
C -17.736 -13.629 0.809
C -17.026 -14.495 -0.074
H -18.935 -14.264 -2.800
H -20.082 -12.561 -1.323
H -19.396 -12.331 0.953
H -17.419 -13.434 1.823
H -16.107 -14.958 0.253
O -18.886 -19.378 2.740
N -18.452 -18.766 1.752
O -17.607 -17.816 1.859
C -18.895 -19.157 0.392
C -18.623 -18.261 -0.714
C -19.023 -18.642 -1.993
C -19.684 -19.871 -2.204
C -20.036 -20.644 -1.086
C -19.642 -20.299 0.156
H -18.216 -17.267 -0.603
H -18.837 -17.994 -2.837
H -20.203 -20.082 -3.128
H -20.552 -21.586 -1.206
H -19.930 -20.915 0.995
Cl -13.888 -20.509 -3.031
C -15.463 -19.966 -2.530
C -16.499 -20.968 -3.036
Cl -16.911 -20.850 -4.780
H -15.724 -19.044 -3.048
H -15.347 -19.750 -1.467
H -17.415 -20.756 -2.485
H -16.021 -21.938 -2.905
Cl -15.690 -17.166 -7.556
C -16.941 -18.205 -6.810
C -18.354 -17.894 -7.337
Cl -19.152 -16.371 -6.849
H -16.955 -18.030 -5.735
H -16.682 -19.230 -7.074
H -18.985 -18.711 -6.987
H -18.353 -17.820 -8.425
Cl -19.990 -25.119 -4.606
C -18.229 -24.592 -4.741
C -17.457 -25.113 -5.925
Cl -15.847 -24.346 -5.936
H -17.777 -25.069 -3.872
H -18.048 -23.530 -4.580
H -17.934 -24.901 -6.882
H -17.365 -26.199 -5.957
Cl -10.502 -22.976 0.338
C -9.832 -21.753 -0.725
C -10.768 -21.650 -1.969
Cl -9.884 -21.462 -3.488
H -8.815 -21.978 -1.045
H -9.650 -20.786 -0.258
H -11.453 -20.803 -1.923
H -11.472 -22.466 -2.132
Cl -12.470 -18.075 -0.570
C -13.683 -17.631 0.577
C -13.267 -16.241 1.067
Cl -14.350 -15.776 2.367
H -13.665 -18.397 1.352
H -14.592 -17.583 -0.023
H -13.264 -15.521 0.249
H -12.296 -16.277 1.562
```

Calculated values
E_HOMO in eV: -9.871
Net charge: 0
ΔE to the lowest compared entry with this formula, charge and spin in kJ/mol: 138.87
Frontier orbital gap in eV: 8.917
Electronic energy in eV: -183459.9792
SMILES: O=[N+]([O-])c1ccccc1.O=[N+]([O-])c1ccccc1.O=[N+]([O-])c1ccccc1.O=[N+]([O-])c1ccccc1.ClCCCl.ClCCCl.ClCCCl.ClCCCl.ClCCCl
Molecular weight in g mol⁻¹: 987.244

=====

[4]
Molecular formula: C34H40Cl3N5O4ReSSi
Method: DFT, ωB97M-V/def2-TZVPD

```
89
C34H40Cl3N5O4ReSSi ωB97M-V/def2-TZVPD
Re -0.251 -0.214 0.178
C 0.335 -0.554 4.562
C -0.932 -0.263 5.045
C -1.972 -0.050 4.160
C -1.749 -0.113 2.783
C -0.461 -0.393 2.293
C 0.562 -0.631 3.196
C -2.796 0.026 1.775
C -4.144 0.273 2.091
C -5.084 0.307 1.100
C -4.701 0.037 -0.227
C -5.638 -0.034 -1.276
C -5.243 -0.379 -2.539
C -3.892 -0.653 -2.792
C -2.948 -0.559 -1.802
C -3.323 -0.209 -0.492
N -2.400 -0.156 0.507
H 1.149 -0.740 5.244
H -1.107 -0.217 6.108
H -2.958 0.152 4.545
H 1.548 -0.889 2.836
H -4.437 0.436 3.113
H -6.120 0.503 1.328
H -6.674 0.166 -1.056
H -5.959 -0.453 -3.342
H -3.615 -0.967 -3.787
H -1.909 -0.783 -2.001
O 6.887 0.174 0.481
C 6.253 -0.587 -0.509
C 4.768 -0.479 -0.352
C 3.894 -1.332 -1.022
C 2.539 -1.212 -0.802
N 1.993 -0.299 0.013
C 2.826 0.562 0.641
C 4.205 0.487 0.471
C 2.230 1.598 1.501
C 2.972 2.375 2.389
C 2.336 3.364 3.133
C 3.134 4.226 4.080
O 4.300 3.603 4.537
C 0.965 3.530 2.968
C 0.298 2.689 2.095
N 0.910 1.759 1.384
H 7.836 0.007 0.467
H 6.540 -1.648 -0.458
H 6.511 -0.224 -1.521
H 4.262 -2.094 -1.690
H 1.860 -1.888 -1.300
H 4.870 1.174 0.968
H 4.031 2.236 2.534
H 2.493 4.571 4.900
H 3.464 5.112 3.521
H 4.111 3.066 5.313
H 0.423 4.287 3.512
H -0.771 2.759 1.965
N -0.710 4.209 -0.676
C -0.315 2.951 -0.952
N 0.901 2.790 -1.516
O -1.034 1.992 -0.649
H -0.202 5.022 -0.972
H -1.624 4.341 -0.282
H 1.427 3.569 -1.869
H 1.120 1.862 -1.851
Cl 1.018 -3.569 1.429
Si -0.496 -2.704 0.366
Cl -2.237 -3.305 1.263
Cl -0.479 -3.658 -1.439
C -0.269 2.974 -4.801
C -1.281 1.964 -4.274
C -0.921 0.538 -4.649
S 0.546 -0.108 -3.738
O 0.203 -0.052 -2.268
C 0.301 -1.867 -4.224
C 1.285 -2.274 -5.306
C 2.717 -2.268 -4.788
H -0.526 3.975 -4.463
H -0.276 2.976 -5.887
H 0.743 2.738 -4.473
H -2.263 2.191 -4.698
H -1.370 2.034 -3.188
H -0.639 0.472 -5.700
H -1.752 -0.132 -4.438
H -0.730 -2.005 -4.544
H 0.463 -2.444 -3.315
H 1.196 -1.612 -6.170
H 1.025 -3.283 -5.636
H 3.003 -1.275 -4.443
H 3.402 -2.578 -5.571
H 2.813 -2.969 -3.963
```

Calculated values
⟨S²⟩: 0.759
E_HOMO (spin up / spin down) in eV: -13.446 / -13.413
Net charge: +2
Multiplicity: 2
ΔE to the lowest compared entry with this formula, charge and spin in kJ/mol: 136.57
Frontier orbital gap (spin up / spin down) in eV: 6.376 / 6.664
Electronic energy in eV: -109950.8450
Molecular weight in g mol⁻¹: 935.444

=====

[5]
Molecular formula: C34H40ClFLaN5O3
Method: DFT, ωB97M-V/def2-TZVPD

```
85
C34H40ClFLaN5O3 ωB97M-V/def2-TZVPD
La 0.616 0.035 0.197
Cl -7.427 -0.141 0.445
C -5.711 -0.148 0.140
C -5.256 -0.217 -1.193
C -3.923 -0.218 -1.481
C -2.934 -0.153 -0.449
O -1.694 -0.175 -0.743
C -3.421 -0.078 0.891
C -2.556 0.022 2.029
O -1.325 0.133 2.039
C -4.811 -0.085 1.158
H -5.984 -0.279 -1.992
H -3.571 -0.275 -2.502
H -3.072 -0.003 3.007
H -5.155 -0.027 2.183
C 3.730 -0.219 3.109
C 2.242 0.104 3.158
C 2.017 1.616 3.071
C 1.619 -0.434 4.441
O 1.599 -0.474 2.047
H 4.247 0.138 4.002
H 4.201 0.231 2.236
H 3.868 -1.299 3.039
H 2.546 2.172 3.850
H 0.953 1.847 3.175
H 2.378 2.005 2.112
H 2.021 0.069 5.324
H 1.826 -1.502 4.539
H 0.539 -0.287 4.417
C -0.068 5.401 -2.077
C -1.085 4.424 -2.660
N -0.487 3.331 -3.413
C -0.361 3.487 -4.861
C 0.912 4.191 -5.308
C 0.070 2.279 -2.754
C 0.674 1.177 -3.575
N 0.095 2.138 -1.470
H -0.551 6.108 -1.402
H 0.431 5.971 -2.858
H 0.704 4.869 -1.520
H -1.775 4.938 -3.331
H -1.711 4.001 -1.868
H -1.240 4.047 -5.188
H -0.440 2.510 -5.333
H 0.951 5.217 -4.944
H 0.966 4.220 -6.396
H 1.803 3.679 -4.943
H 1.495 1.543 -4.191
H -0.076 0.716 -4.218
H 1.091 0.425 -2.909
H -0.325 2.931 -0.992
N 0.449 -7.168 7.814
C 0.548 -6.626 6.807
C 0.671 -5.947 5.539
C 1.229 -6.611 4.452
C 1.334 -5.965 3.233
C 0.897 -4.653 3.117
C 0.357 -3.976 4.203
C 0.233 -4.632 5.415
N 0.998 -3.990 1.866
C 1.979 -4.152 0.905
C 1.648 -3.308 -0.100
N 0.483 -2.633 0.209
C 0.136 -3.064 1.398
H 1.563 -7.633 4.560
H 1.737 -6.486 2.376
H 0.073 -2.937 4.118
H -0.187 -4.117 6.267
H 2.810 -4.814 1.051
H 2.173 -3.134 -1.023
H -0.722 -2.734 1.959
F 4.496 3.234 -5.345
C 4.187 2.500 -4.238
C 4.262 1.124 -4.288
C 3.935 0.400 -3.149
C 3.516 1.004 -1.956
C 3.056 0.227 -0.791
C 3.474 2.407 -1.967
C 3.808 3.157 -3.083
H 4.587 0.633 -5.194
H 4.000 -0.682 -3.191
H 3.446 -0.800 -0.852
H 3.480 0.630 0.146
H 3.163 2.933 -1.070
H 3.778 4.238 -3.070
```

Calculated values
E_HOMO in eV: -6.678
Net charge: 0
ΔE to the lowest compared entry with this formula, charge and spin in kJ/mol: 52.84
Frontier orbital gap in eV: 6.437
Electronic energy in eV: -65602.5580
Molecular weight in g mol⁻¹: 760.083

=====

Among the records above, which one has the lowest net charge? C34H40BKN10O2S3

=====

Among the records above, which one has the highest molecular weight? C34H40Cl10N4O8